This record from the Open Molecules 2025 dataset describes a 14-piece molecular cluster, C56H154N14O14 overall in a non-equilibrium geometry. The level of theory is the ωB97M-V functional and the def2-TZVPD basis.

Properties
HOMO level (spin up / spin down), Eh: -0.359 / -0.359
Energy above the lowest of the compared OMol25 structures with the same formula, charge and spin, kcal per mole: 104.5
Molecular weight, u: 1247.93
Gap between HOMO and LUMO (spin up / spin down), eV: 7.3 / 2.0
Net charge: +1
Spin multiplicity: 2

Last columns: bonded neighbours and bond lengths (Å).
Cartesian coordinates (Å):
1 C -6.0288 -2.1539 -4.8166  C2 1.558, H7 1.090, H8 1.090, H9 1.090
2 C -5.0294 -3.0784 -4.0589  C1 1.558, C3 1.560, N6 1.466, H10 1.090
3 C -4.6121 -2.7251 -2.5982  C2 1.560, O4 1.399, H11 1.090, H12 1.090
4 O -4.1018 -1.4222 -2.6137  C3 1.399, C5 1.399
5 C -2.7253 -1.3611 -2.8546  O4 1.399, H13 1.090, H14 1.090, H15 1.090
6 N -5.5802 -4.4307 -4.1925  C2 1.466, H16 1.010, H17 1.010
7 H -5.7021 -1.1282 -4.9877  C1 1.090
8 H -6.8804 -2.1028 -4.1382  C1 1.090
9 H -6.3566 -2.4826 -5.8028  C1 1.090
10 H -4.1950 -2.9358 -4.7456  C2 1.090
11 H -4.1209 -3.5918 -2.1558  C3 1.090
12 H -5.4638 -2.6676 -1.9204  C3 1.090
13 H -2.2143 -1.5010 -1.9020  C5 1.090
14 H -2.4336 -0.3610 -3.1751  C5 1.090
15 H -2.4731 -2.0877 -3.6270  C5 1.090
16 H -5.9236 -4.6844 -3.2772  N6 1.010
17 H -6.3036 -4.6076 -4.8748  N6 1.010
18 C 3.0952 -1.0805 -4.7152  C19 1.533, H24 1.090, H25 1.090, H26 1.090
19 C 2.9662 -2.1537 -3.6279  C18 1.533, C20 1.547, N23 1.464, H27 1.090
20 C 3.9713 -3.3075 -3.8543  C19 1.547, O21 1.476, H28 1.090, H29 1.090
21 O 3.7737 -3.6764 -5.2698  C20 1.476, C22 1.454
22 C 4.3509 -4.9832 -5.5410  O21 1.454, H30 1.090, H31 1.090, H32 1.090
23 N 3.3370 -1.5576 -2.3430  C19 1.464, H33 1.010, H34 1.010
24 H 2.9399 -1.3429 -5.7617  C18 1.090
25 H 4.1164 -0.7000 -4.6919  C18 1.090
26 H 2.3924 -0.2556 -4.5974  C18 1.090
27 H 1.9858 -2.6288 -3.5925  C19 1.090
28 H 3.8135 -4.1366 -3.1645  C20 1.090
29 H 4.9616 -2.8787 -3.7011  C20 1.090
30 H 3.7362 -5.7422 -5.0569  C22 1.090
31 H 5.4163 -5.0592 -5.3238  C22 1.090
32 H 4.2358 -5.0913 -6.6195  C22 1.090
33 H 3.0590 -0.6401 -2.0249  N23 1.010
34 H 4.3360 -1.4932 -2.2094  N23 1.010
35 C 3.9099 -5.8623 2.5748  C36 1.516, H41 1.090, H42 1.090, H43 1.090
36 C 2.9805 -5.6640 3.7561  C35 1.516, C37 1.623, N40 1.451, H44 1.090
37 C 1.3812 -5.9214 3.6620  C36 1.623, O38 1.413, H45 1.090, H46 1.090
38 O 0.6164 -5.0309 2.8748  C37 1.413, C39 1.465
39 C 0.1581 -3.8734 3.6464  O38 1.465, H47 1.090, H48 1.090, H49 1.090
40 N 3.3361 -6.4413 4.9284  C36 1.451, H50 1.010, H51 1.010
41 H 3.4822 -5.7063 1.5845  C35 1.090
42 H 4.0055 -6.9217 2.3370  C35 1.090
43 H 4.9068 -5.4894 2.8101  C35 1.090
44 H 3.1567 -4.6738 4.1762  C36 1.090
45 H 0.9543 -5.8767 4.6640  C37 1.090
46 H 1.1112 -6.8902 3.2418  C37 1.090
47 H 0.8678 -3.3106 4.2527  C39 1.090
48 H -0.5319 -4.2179 4.4167  C39 1.090
49 H -0.2646 -3.1297 2.9708  C39 1.090
50 H 4.3244 -6.2593 5.0297  N40 1.010
51 H 2.8657 -6.0990 5.7541  N40 1.010
52 C 7.7681 -2.0952 3.5928  C53 1.562, H58 1.090, H59 1.090, H60 1.090
53 C 6.3075 -1.7471 4.0233  C52 1.562, C54 1.494, N57 1.497, H61 1.090
54 C 5.7546 -0.5432 3.3336  C53 1.494, O55 1.433, H62 1.090, H63 1.090
55 O 4.3589 -0.2989 3.5503  C54 1.433, C56 1.388
56 C 3.8403 0.6547 2.6853  O55 1.388, H64 1.090, H65 1.090, H66 1.090
57 N 5.5374 -3.0145 3.8166  C53 1.497, H67 1.010, H68 1.010
58 H 7.9686 -3.0183 4.1367  C52 1.090
59 H 8.4857 -1.4073 4.0399  C52 1.090
60 H 7.8972 -2.0045 2.5143  C52 1.090
61 H 6.3406 -1.4665 5.0760  C53 1.090
62 H 6.0160 -0.5132 2.2758  C54 1.090
63 H 6.3377 0.3636 3.4947  C54 1.090
64 H 2.7831 0.7785 2.9201  C56 1.090
65 H 4.1091 0.4653 1.6461  C56 1.090
66 H 4.2452 1.6458 2.8902  C56 1.090
67 H 5.6333 -3.1366 2.8186  N57 1.010
68 H 4.5383 -2.8942 3.9031  N57 1.010
69 C -2.2058 -8.3753 -4.0528  C70 1.517, H75 1.090, H76 1.090, H77 1.090
70 C -2.8299 -7.0443 -3.6790  C69 1.517, C71 1.588, N74 1.395, H78 1.090
71 C -2.0020 -5.7991 -4.2139  C70 1.588, O72 1.409, H79 1.090, H80 1.090
72 O -0.6639 -5.8904 -3.7828  C71 1.409, C73 1.430
73 C 0.1516 -4.7492 -4.0589  O72 1.430, H81 1.090, H82 1.090, H83 1.090
74 N -4.1307 -6.9983 -4.1819  C70 1.395, H84 1.010, H85 1.010
75 H -1.1860 -8.3522 -3.6687  C69 1.090
76 H -2.0036 -8.4935 -5.1174  C69 1.090
77 H -2.6919 -9.2858 -3.7024  C69 1.090
78 H -2.9551 -6.9075 -2.6049  C70 1.090
79 H -2.3289 -4.8036 -3.9136  C71 1.090
80 H -2.0481 -5.7809 -5.3028  C71 1.090
81 H -0.2234 -3.8861 -3.5089  C73 1.090
82 H 0.3228 -4.5171 -5.1101  C73 1.090
83 H 1.1034 -5.0160 -3.5996  C73 1.090
84 H -4.2174 -7.6027 -4.9864  N74 1.010
85 H -4.4783 -6.0757 -4.4013  N74 1.010
86 C -1.7672 9.0598 3.5035  C87 1.572, H92 1.090, H93 1.090, H94 1.090
87 C -2.9712 8.1446 3.0731  C86 1.572, C88 1.588, N91 1.448, H95 1.090
88 C -2.9275 6.7241 3.7816  C87 1.588, O89 1.443, H96 1.090, H97 1.090
89 O -1.6015 6.1589 3.7229  C88 1.443, C90 1.448
90 C -1.1166 5.7824 2.4119  O89 1.448, H98 1.090, H99 1.090, H100 1.090
91 N -4.2178 8.8383 3.3231  C87 1.448, H101 1.010, H102 1.010
92 H -0.8381 8.5240 3.3093  C86 1.090
93 H -1.7627 9.2640 4.5742  C86 1.090
94 H -1.6429 10.0919 3.1759  C86 1.090
95 H -2.8866 7.8654 2.0228  C87 1.090
96 H -3.5569 5.9285 3.3828  C88 1.090
97 H -3.1700 6.8192 4.8400  C88 1.090
98 H -1.5071 6.2310 1.4985  C90 1.090
99 H -1.3003 4.7185 2.2622  C90 1.090
100 H -0.0465 5.9262 2.2625  C90 1.090
101 H -4.5993 8.7468 4.2538  N91 1.010
102 H -4.1694 9.7886 2.9845  N91 1.010
103 C -5.8046 0.3304 2.0924  C104 1.480, H109 1.090, H110 1.090, H111 1.090
104 C -4.6437 1.2257 2.2970  C103 1.480, C105 1.592, N108 1.473, H112 1.090
105 C -3.3768 0.2995 2.5630  C104 1.592, O106 1.423, H113 1.090, H114 1.090
106 O -3.5692 -0.2011 3.8808  C105 1.423, C107 1.394
107 C -2.5027 -0.8040 4.5452  O106 1.394, H115 1.090, H116 1.090, H117 1.090
108 N -4.4521 2.2709 1.2767  C104 1.473, H118 1.010, H119 1.010
109 H -5.7777 -0.4895 2.8102  C103 1.090
110 H -5.7822 -0.1338 1.1064  C103 1.090
111 H -6.7644 0.8464 2.1137  C103 1.090
112 H -4.7837 1.7592 3.2372  C104 1.090
113 H -2.4371 0.8455 2.6462  C105 1.090
114 H -3.1860 -0.4996 1.8467  C105 1.090
115 H -1.6079 -0.1943 4.6701  C107 1.090
116 H -2.0384 -1.6290 4.0048  C107 1.090
117 H -2.7618 -1.1905 5.5309  C107 1.090
118 H -5.2180 2.9293 1.2720  N108 1.010
119 H -4.5598 2.0458 0.2981  N108 1.010
120 C 0.6922 2.6933 1.0300  C121 1.532, H126 1.090, H127 1.090, H128 1.090
121 C -0.2070 2.1484 -0.0849  C120 1.532, C122 1.519, N125 1.498, H129 1.090
122 C -0.3885 0.6401 -0.0853  C121 1.519, O123 1.436, H130 1.090, H131 1.090
123 O 0.8279 -0.1113 -0.2143  C122 1.436, C124 1.443
124 C 0.6477 -1.5255 -0.4372  O123 1.443, H132 1.090, H133 1.090, H134 1.090
125 N -1.4436 2.9823 0.0544  C121 1.498, H135 1.010, H136 1.010
126 H 1.6011 2.0963 1.1048  C120 1.090
127 H 0.2512 2.7114 2.0266  C120 1.090
128 H 1.0341 3.7276 0.9904  C120 1.090
129 H 0.2462 2.5004 -1.0116  C121 1.090
130 H -0.9105 0.5161 -1.0342  C122 1.090
131 H -1.0510 0.4721 0.7638  C122 1.090
132 H 1.6052 -2.0334 -0.3215  C124 1.090
133 H 0.2991 -1.8245 -1.4257  C124 1.090
134 H 0.2042 -2.1066 0.3713  C124 1.090
135 H -1.9493 2.9243 -0.8180  N125 1.010
136 H -2.0608 2.6335 0.7738  N125 1.010
137 C 7.2420 -0.9901 -2.7792  C138 1.526, H143 1.090, H144 1.090, H145 1.090
138 C 6.4595 -0.7678 -1.4878  C137 1.526, C139 1.542, N142 1.428, H146 1.090
139 C 6.1675 -2.0858 -0.7434  C138 1.542, O140 1.416, H147 1.090, H148 1.090
140 O 5.0633 -1.9299 0.1298  C139 1.416, C141 1.481
141 C 4.4520 -3.2117 0.5508  O140 1.481, H149 1.090, H150 1.090, H151 1.090
142 N 7.2581 0.2100 -0.8199  C138 1.428, H152 1.010, H153 1.010
143 H 6.8814 -1.7602 -3.4612  C137 1.090
144 H 8.2522 -1.3523 -2.5885  C137 1.090
145 H 7.3055 -0.0811 -3.3773  C137 1.090
146 H 5.5557 -0.1746 -1.6265  C138 1.090
147 H 7.0220 -2.4234 -0.1570  C139 1.090
148 H 5.8208 -2.7711 -1.5170  C139 1.090
149 H 5.1759 -3.8955 0.9941  C141 1.090
150 H 4.1612 -3.7260 -0.3652  C141 1.090
151 H 3.5666 -3.0324 1.1608  C141 1.090
152 H 8.1223 -0.2398 -0.5536  N142 1.010
153 H 6.7093 0.4591 -0.0095  N142 1.010
154 C -3.8140 2.3335 -3.2507  C155 1.578, H160 1.090, H161 1.090, H162 1.090
155 C -4.8837 2.1513 -2.1048  C154 1.578, C156 1.570, N159 1.442, H163 1.090
156 C -6.3530 1.8451 -2.5653  C155 1.570, O157 1.386, H164 1.090, H165 1.090
157 O -7.0350 2.1828 -1.4073  C156 1.386, C158 1.423
158 C -8.4429 2.1250 -1.6067  O157 1.423, H166 1.090, H167 1.090, H168 1.090
159 N -4.5063 1.0066 -1.3134  C155 1.442, H169 1.010, H170 1.010
160 H -3.9012 3.3145 -3.7177  C154 1.090
161 H -3.7134 1.5385 -3.9897  C154 1.090
162 H -2.8526 2.4728 -2.7563  C154 1.090
163 H -4.7982 3.1095 -1.5924  C155 1.090
164 H -6.5660 0.8065 -2.8184  C156 1.090
165 H -6.6408 2.4699 -3.4108  C156 1.090
166 H -8.7491 2.4110 -2.6130  C158 1.090
167 H -9.1323 2.6731 -0.9645  C158 1.090
168 H -8.7999 1.1034 -1.4763  C158 1.090
169 H -5.2986 0.7187 -0.7571  N159 1.010
170 H -4.3169 0.2329 -1.9343  N159 1.010
171 C 4.7940 3.4991 0.1017  C172 1.519, H177 1.090, H178 1.090, H179 1.090
172 C 3.9500 3.2235 -1.1308  C171 1.519, C173 1.548, N176 1.427, H180 1.090
173 C 3.6309 4.5691 -1.8264  C172 1.548, O174 1.391, H181 1.090, H182 1.090
174 O 3.0932 5.4984 -0.9423  C173 1.391, C175 1.484
175 C 2.6137 6.7880 -1.4996  O174 1.484, H183 1.090, H184 1.090, H185 1.090
176 N 4.6325 2.3870 -2.0644  C172 1.427, H186 1.010, H187 1.010
177 H 5.8249 3.7787 -0.1155  C171 1.090
178 H 4.9895 2.5937 0.6762  C171 1.090
179 H 4.3360 4.1436 0.8521  C171 1.090
180 H 3.0839 2.6561 -0.7904  C172 1.090
181 H 2.8644 4.2486 -2.5320  C173 1.090
182 H 4.5038 4.8530 -2.4143  C173 1.090
183 H 2.4729 7.4956 -0.6826  C175 1.090
184 H 1.5855 6.6047 -1.8118  C175 1.090
185 H 3.1711 7.2512 -2.3137  C175 1.090
186 H 5.2211 1.6437 -1.7163  N176 1.010
187 H 4.0424 1.9523 -2.7593  N176 1.010
188 C 3.2056 4.7092 6.1518  C189 1.533, H194 1.090, H195 1.090, H196 1.090
189 C 3.0342 3.2034 5.9201  C188 1.533, C190 1.488, N193 1.518, H197 1.090
190 C 2.0293 2.7251 4.9321  C189 1.488, O191 1.411, H198 1.090, H199 1.090
191 O 0.7358 3.2388 5.1643  C190 1.411, C192 1.444
192 C -0.4447 2.4657 4.8576  O191 1.444, H200 1.090, H201 1.090, H202 1.090
193 N 4.4481 2.7866 5.5569  C189 1.518, H203 1.010, H204 1.010
194 H 3.6463 4.8634 7.1367  C188 1.090
195 H 2.2727 5.2237 5.9216  C188 1.090
196 H 3.8941 5.1535 5.4330  C188 1.090
197 H 2.6671 2.6698 6.7968  C189 1.090
198 H 1.9931 1.6370 4.9845  C190 1.090
199 H 2.3732 3.0964 3.9668  C190 1.090
200 H -0.6397 1.7194 5.6278  C192 1.090
201 H -0.4154 1.9307 3.9084  C192 1.090
202 H -1.3705 3.0269 4.7303  C192 1.090
203 H 4.3258 1.7857 5.4980  N193 1.010
204 H 5.1010 2.9006 6.3191  N193 1.010
205 C -0.9128 5.4690 -3.3642  C206 1.545, H211 1.090, H212 1.090, H213 1.090
206 C -2.3184 5.9824 -2.9789  C205 1.545, C207 1.569, N210 1.394, H214 1.090
207 C -2.3518 7.1383 -1.9186  C206 1.569, O208 1.463, H215 1.090, H216 1.090
208 O -1.3738 8.1833 -2.2237  C207 1.463, C209 1.415
209 C -1.1442 9.2142 -1.2827  O208 1.415, H217 1.090, H218 1.090, H219 1.090
210 N -2.9258 6.3044 -4.1920  C206 1.394, H220 1.010, H221 1.010
211 H -0.2149 6.1546 -3.8446  C205 1.090
212 H -1.0295 4.6275 -4.0471  C205 1.090
213 H -0.3762 5.0513 -2.5124  C205 1.090
214 H -2.8740 5.1801 -2.4935  C206 1.090
215 H -2.2891 6.7416 -0.9053  C207 1.090
216 H -3.3190 7.6405 -1.9342  C207 1.090
217 H -1.5128 8.9485 -0.2920  C209 1.090
218 H -1.7513 10.0811 -1.5436  C209 1.090
219 H -0.1066 9.5364 -1.1953  C209 1.090
220 H -2.8075 7.3029 -4.2877  N210 1.010
221 H -2.4913 5.8698 -4.9935  N210 1.010
222 C -3.1062 -7.3970 -0.1409  C223 1.609, H228 1.090, H229 1.090, H230 1.090
223 C -2.1167 -6.1444 0.0618  C222 1.609, C224 1.534, N227 1.456, H231 1.090
224 C -2.7206 -4.8628 0.6497  C223 1.534, O225 1.398, H232 1.090, H233 1.090
225 O -3.9048 -4.4912 0.0071  C224 1.398, C226 1.422
226 C -4.9951 -4.0120 0.7841  O225 1.422, H234 1.090, H235 1.090, H236 1.090
227 N -1.0774 -6.6071 0.9698  C223 1.456, H237 1.010, H238 1.010
228 H -3.9340 -6.9577 -0.6975  C222 1.090
229 H -3.4318 -7.8233 0.8080  C222 1.090
230 H -2.7608 -8.1300 -0.8700  C222 1.090
231 H -1.6987 -5.9047 -0.9159  C223 1.090
232 H -1.9996 -4.0489 0.7251  C224 1.090
233 H -2.8862 -5.1966 1.6741  C224 1.090
234 H -4.6493 -3.1948 1.4170  C226 1.090
235 H -5.4655 -4.7160 1.4706  C226 1.090
236 H -5.6763 -3.6455 0.0161  C226 1.090
237 H -1.5632 -6.7317 1.8465  N227 1.010
238 H -0.4804 -5.8477 1.2646  N227 1.010